one.
Molecular formula: C11H44O11
Method: DFT, ωB97M-V/def2-TZVPD

XYZ file:
```
66
C11H44O11 (ωB97M-V/def2-TZVPD)
C 5.396 -2.191 -1.995
O 4.171 -2.754 -1.519
H 5.294 -1.767 -3.008
H 5.762 -1.386 -1.341
H 6.131 -2.985 -2.035
H 3.488 -2.071 -1.483
C 2.837 -0.596 2.631
O 3.532 -1.485 3.536
H 3.371 -0.639 1.683
H 1.792 -0.896 2.500
H 2.858 0.441 2.988
H 3.391 -1.196 4.440
C -2.293 -1.607 2.361
O -1.726 -2.339 1.306
H -2.881 -2.289 2.969
H -1.536 -1.124 3.000
H -2.940 -0.801 1.974
H -1.022 -1.814 0.870
C -5.298 -0.040 0.593
O -4.145 0.190 -0.237
H -5.047 0.339 1.582
H -6.177 0.496 0.237
H -5.474 -1.111 0.720
H -4.343 -0.096 -1.134
C -0.331 0.397 -0.055
O 0.354 -0.855 0.066
H -0.556 0.621 -1.103
H -1.277 0.298 0.472
H 0.281 1.178 0.399
H 1.191 -0.799 -0.418
C 0.430 2.182 3.211
O 1.014 3.238 2.456
H 1.100 1.816 3.992
H -0.479 2.470 3.750
H 0.152 1.332 2.575
H 0.305 3.808 2.140
C -3.760 3.090 1.845
O -2.983 2.703 0.715
H -3.855 2.273 2.574
H -3.248 3.906 2.344
H -4.761 3.424 1.554
H -3.298 1.821 0.413
C -1.683 2.904 -2.505
O -1.357 3.040 -3.897
H -0.744 2.985 -1.961
H -2.309 3.731 -2.153
H -2.163 1.947 -2.301
H -2.163 2.955 -4.413
C -1.081 -0.588 -3.796
O -1.437 -1.097 -5.091
H -0.769 0.470 -3.805
H -1.898 -0.677 -3.058
H -0.241 -1.163 -3.389
H -1.735 -0.391 -5.662
C 3.688 1.067 -0.819
O 2.884 -0.077 -1.223
H 4.311 0.755 0.022
H 4.394 1.347 -1.606
H 3.070 1.904 -0.501
H 2.659 0.055 -2.154
C 1.545 -3.985 0.276
O 2.661 -4.796 -0.100
H 0.870 -4.586 0.883
H 1.834 -3.118 0.902
H 0.975 -3.608 -0.588
H 3.268 -4.256 -0.629
```

Properties
* SMILES: CO.CO.CO.CO.CO.CO.CO.CO.CO.CO.CO
* net charge: 0
* HOMO level: -9.27 eV
* E_LUMO: 0.005 Ha

two.
Molecular formula: C11H44O11
Method: DFT, ωB97M-V/def2-TZVPD

XYZ file:
```
66
C11H44O11 (ωB97M-V/def2-TZVPD)
C -3.814 -2.170 -1.087
O -4.289 -2.426 0.265
H -4.308 -2.827 -1.677
H -2.807 -2.525 -1.311
H -3.915 -1.045 -1.344
H -5.084 -2.639 0.332
C -1.464 -2.614 2.366
O -2.309 -1.595 2.278
H -0.435 -2.195 2.034
H -2.138 -3.442 1.951
H -1.215 -2.583 3.257
H -3.152 -1.860 1.713
C -1.760 4.217 0.124
O -2.730 5.133 0.333
H -1.746 3.929 -1.040
H -1.795 3.099 0.607
H -0.803 4.541 0.627
H -2.549 6.044 -0.038
C 3.173 1.361 0.520
O 2.306 1.978 1.560
H 3.010 1.794 -0.313
H 3.148 0.276 0.422
H 4.117 1.544 0.880
H 2.691 1.446 2.174
C 1.652 3.747 -0.518
O 1.149 2.819 -1.607
H 2.694 3.893 -0.662
H 1.428 3.274 0.261
H 1.148 4.789 -0.702
H 0.912 1.921 -1.220
C 3.759 -0.947 0.831
O 2.434 -1.531 0.958
H 3.807 0.164 0.597
H 4.217 -1.193 -0.136
H 4.380 -1.227 1.650
H 2.409 -2.139 1.703
C -0.415 0.238 -0.069
O 0.864 0.204 -0.741
H -0.933 0.962 -0.717
H -0.470 0.495 0.856
H -1.023 -0.532 -0.200
H 1.490 -0.330 -0.258
C -3.968 2.745 -2.290
O -4.771 1.611 -2.647
H -3.832 3.373 -3.152
H -3.115 2.438 -2.050
H -4.547 3.465 -1.566
H -4.529 1.495 -3.582
C 0.791 -3.438 -1.971
O 0.478 -3.634 -3.370
H -0.129 -3.746 -1.464
H 1.136 -2.366 -1.900
H 1.701 -4.137 -1.533
H 1.100 -4.265 -3.662
C 4.184 -2.577 -1.849
O 3.735 -3.450 -2.750
H 3.363 -2.024 -1.667
H 5.029 -2.096 -2.216
H 4.426 -3.106 -0.939
H 3.914 -3.163 -3.627
C -0.934 0.204 4.996
O -1.413 0.465 3.687
H 0.106 0.290 4.999
H -1.315 -0.836 5.109
H -1.456 0.952 5.607
H -1.614 -0.267 3.157
```

Properties
* net charge: 0
* HOMO level: -8.70 eV
* E_LUMO: 0.010 Ha

three.
Molecular formula: C11H44O11
Method: DFT, ωB97M-V/def2-TZVPD

XYZ file:
```
66
C11H44O11 (ωB97M-V/def2-TZVPD)
C -19.670 4.246 -24.328
O -20.850 4.486 -23.594
H -19.511 3.171 -24.362
H -19.663 4.598 -25.365
H -18.804 4.739 -23.874
H -21.129 5.399 -23.684
C -22.388 6.525 -16.972
O -23.444 7.354 -17.397
H -22.439 6.407 -15.894
H -22.310 5.552 -17.473
H -21.418 6.990 -17.213
H -23.271 7.648 -18.303
C -17.891 5.155 -21.257
O -17.198 5.090 -20.031
H -18.244 4.187 -21.600
H -18.790 5.784 -21.203
H -17.253 5.625 -22.016
H -17.185 5.976 -19.638
C -20.844 2.617 -20.401
O -21.207 1.915 -19.199
H -21.090 3.675 -20.261
H -19.797 2.629 -20.694
H -21.458 2.181 -21.191
H -21.936 2.412 -18.824
C -26.949 7.358 -22.796
O -26.034 6.516 -22.119
H -27.730 6.761 -23.279
H -27.486 7.975 -22.071
H -26.499 7.955 -23.590
H -25.145 6.861 -22.234
C -18.697 8.293 -19.590
O -17.539 7.787 -18.933
H -19.602 8.100 -19.015
H -18.555 9.362 -19.794
H -18.748 7.866 -20.590
H -17.538 8.088 -18.021
C -22.692 11.450 -19.878
O -22.230 11.688 -21.217
H -22.653 10.385 -19.678
H -22.112 12.047 -19.178
H -23.736 11.766 -19.803
H -21.873 12.570 -21.319
C -23.897 9.533 -23.565
O -24.093 9.648 -22.165
H -23.864 8.473 -23.823
H -24.780 9.938 -24.072
H -23.010 10.017 -23.972
H -23.708 10.487 -21.872
C -22.058 6.567 -20.581
O -23.218 7.378 -20.402
H -22.255 5.660 -20.021
H -21.915 6.428 -21.657
H -21.119 7.018 -20.251
H -23.092 8.244 -20.820
C -26.119 6.230 -18.905
O -27.377 5.973 -19.548
H -25.278 5.879 -19.501
H -26.008 7.305 -18.755
H -26.226 5.673 -17.973
H -27.232 5.621 -20.430
C -24.474 3.358 -21.247
O -25.345 3.169 -20.151
H -25.001 3.676 -22.148
H -23.700 4.090 -21.010
H -23.891 2.452 -21.461
H -26.035 2.561 -20.428
```

Properties
* SMILES: CO.CO.CO.CO.CO.CO.CO.CO.CO.CO.CO
* net charge: 0
* HOMO level: -9.09 eV
* E_LUMO: 0.000 Ha

Which structure is the most stable? The one labeled one.

one.
Molecular formula: C6H10O3
Method: DFT, ωB97M-V/def2-TZVPD

XYZ file:
```
19
C6H10O3 (ωB97M-V/def2-TZVPD)
O 1.734 1.666 -0.545
C 1.876 0.652 0.470
C 1.735 -0.869 0.307
O 1.616 -1.278 -0.906
C 0.512 -0.105 0.807
C -0.819 -0.104 0.063
O -0.932 -1.545 -0.087
C -1.548 0.781 -0.845
C -2.114 0.498 0.480
H 1.535 1.174 -1.370
H 2.316 1.013 1.352
H 2.377 -1.344 0.950
H 0.831 -1.846 -0.776
H 0.627 -0.393 1.854
H -1.354 -1.656 -1.034
H -2.126 0.220 -1.725
H -1.274 1.889 -1.080
H -1.876 1.215 1.212
H -3.116 0.033 0.872
```

Properties
* SMILES: O[C@@H]1[C@H](O)[C@@H]1C1(O)CC1
* net charge: 0
* HOMO level: -8.69 eV
* E_LUMO: 0.025 Ha

two.
Molecular formula: C6H10O3
Method: DFT, ωB97M-V/def2-TZVPD

XYZ file:
```
19
C6H10O3 (ωB97M-V/def2-TZVPD)
C -0.049 0.133 0.309
C -0.274 -1.176 -0.742
C 0.982 0.008 1.406
C -0.825 1.417 0.137
C 0.921 -0.141 -1.181
C -1.258 -1.029 0.668
O 0.479 0.749 -2.138
O 2.100 -0.469 -1.132
O -2.448 -0.753 0.593
H 1.273 1.003 -2.631
H 0.279 -2.080 -0.536
H -1.006 -1.099 -1.531
H -0.842 -1.698 1.430
H 1.366 -1.010 1.490
H -1.541 1.344 -0.676
H 0.536 0.289 2.362
H 1.836 0.653 1.187
H -1.388 1.616 1.052
H -0.143 2.243 -0.069
```

Properties
* net charge: 0
* HOMO level: -8.22 eV
* E_LUMO: 0.000 Ha

Which structure is the most stable? The one labeled two.

one.
Molecular formula: C4H16N2O2
Method: DFT, ωB97M-V/def2-TZVPD

XYZ file:
```
24
C4H16N2O2 (ωB97M-V/def2-TZVPD)
C 0.104 0.097 1.058
C 0.659 -1.220 0.700
C 0.087 -1.596 -0.651
C -0.811 -2.524 -0.750
N 0.665 -1.095 -1.905
N 1.091 1.121 1.691
H -0.362 0.598 0.224
H -0.728 0.007 1.936
H 1.689 -1.283 0.296
H 0.607 -2.101 1.412
H -1.058 -2.954 -1.783
H -1.485 -2.980 0.042
H 1.638 -0.671 -1.848
H 0.192 -0.347 -2.342
H 0.824 -2.004 -2.507
H 0.378 1.915 2.010
H 1.692 0.584 2.417
H 1.569 1.487 0.920
H -1.889 2.284 2.475
H -0.932 3.340 2.415
O -1.001 2.426 2.078
H -1.728 1.581 -2.867
H -0.337 2.059 -2.487
O -0.863 1.276 -2.535
```

Properties
* net charge: +2
* HOMO level: -18.11 eV
* E_LUMO: -0.250 Ha

two.
Molecular formula: C4H16N2O2
Method: DFT, ωB97M-V/def2-TZVPD

XYZ file:
```
24
C4H16N2O2 (ωB97M-V/def2-TZVPD)
C 0.912 -2.371 0.527
O 2.045 -1.881 -0.077
C -0.208 -1.328 -0.101
C -0.440 -0.147 0.709
C -0.711 1.096 -0.187
N -0.302 2.339 0.548
N -1.709 -2.186 -0.229
H 0.811 -3.392 0.164
H 0.895 -2.065 1.609
H 2.700 -2.537 -0.394
H 0.206 -1.048 -1.111
H 0.618 0.182 1.306
H -1.135 -0.237 1.531
H -1.898 1.201 -0.168
H -0.359 1.104 -1.239
H 0.715 2.696 0.396
H -0.581 2.425 1.537
H -0.938 3.019 0.078
H -2.530 -1.723 0.433
H -2.020 -2.104 -1.198
H -1.576 -3.009 0.212
H 1.568 4.038 -1.315
H 2.434 2.870 -1.635
O 1.503 3.057 -1.397
```

Properties
* net charge: +2
* HOMO level: -17.57 eV
* E_LUMO: -0.245 Ha

Which structure is the most stable? The one labeled one.

one.
Molecular formula: C10H16OS
Method: DFT, ωB97M-V/def2-TZVPD

XYZ file:
```
28
C10H16OS (ωB97M-V/def2-TZVPD)
C -0.865 0.153 -3.989
C -1.035 -0.259 -2.510
C 0.204 -0.349 -1.679
C 0.505 -1.575 -1.056
C 1.505 -1.716 -0.125
C 2.285 -0.594 0.165
O 3.131 -0.812 1.233
C 2.052 0.635 -0.414
C 0.990 0.713 -1.319
H -0.984 -0.742 -4.615
H 0.126 0.527 -4.237
H -1.697 0.737 -4.384
H -1.688 0.472 -2.023
H -1.570 -1.186 -2.524
H -0.061 -2.418 -1.401
H 1.649 -2.582 0.491
H 3.878 -0.212 1.286
H 2.461 1.528 0.038
H 0.845 1.696 -1.751
C -0.375 1.675 3.200
S -2.159 1.477 3.135
C -2.296 -0.333 3.212
H 0.181 0.920 2.650
H -0.038 2.617 2.767
H -0.026 1.669 4.227
H -2.328 -0.737 2.218
H -3.249 -0.524 3.694
H -1.440 -0.779 3.710
```

Properties
* SMILES: CCc1ccc(O)cc1.CSC
* net charge: 0
* HOMO level: -8.35 eV
* E_LUMO: 0.027 Ha

two.
Molecular formula: C10H16OS
Method: DFT, ωB97M-V/def2-TZVPD

XYZ file:
```
28
C10H16OS (ωB97M-V/def2-TZVPD)
C -0.235 1.940 1.057
C -1.472 2.226 0.546
C 0.317 0.706 0.831
C -1.455 -0.351 -0.189
C 2.712 0.985 0.944
C 1.475 -0.612 2.614
C -2.056 -2.054 -1.794
C -0.243 -0.440 -2.355
C 1.545 0.006 1.148
C -0.886 -1.262 -1.274
O -3.624 1.072 -0.718
S -2.190 1.115 -0.509
H 0.394 2.671 1.607
H -1.894 3.189 0.568
H 2.736 1.710 1.637
H 2.536 1.477 -0.090
H 3.784 0.602 0.984
H 0.812 -1.449 2.697
H 1.191 0.122 3.296
H 2.521 -0.848 2.797
H -2.640 -2.528 -0.857
H -1.737 -2.979 -2.299
H -2.738 -1.589 -2.492
H 0.779 -0.026 -2.258
H -0.948 0.258 -2.615
H -0.114 -1.236 -3.126
H 1.572 -0.863 0.543
H -0.142 -1.842 -0.693
```

Properties
* net charge: 0
* HOMO level (alpha / beta): -7.70 / -7.81 eV
* E_LUMO (alpha / beta): -0.022 / -0.023 Ha

Which structure is the most stable? The one labeled one.

one.
Molecular formula: C10H16OS
Method: DFT, ωB97M-V/def2-TZVPD

XYZ file:
```
28
C10H16OS (ωB97M-V/def2-TZVPD)
C -0.218 -1.342 -2.299
C -0.640 -1.492 -0.806
C 0.397 -1.512 0.201
C 0.122 -1.504 1.614
C -1.262 -1.299 1.910
O -1.460 -0.645 3.129
C -2.273 -1.325 1.061
C -1.981 -1.455 -0.331
H -0.796 -2.117 -3.010
H 0.803 -1.661 -2.399
H -0.604 -0.412 -2.610
H 1.355 -1.628 -0.145
H 0.812 -1.473 2.400
H -1.951 -1.144 3.834
H -3.384 -1.055 1.226
H -2.898 -1.406 -1.007
C 0.114 1.452 0.811
C 1.707 1.542 0.868
S 2.263 3.032 -0.340
C 1.647 2.237 -1.958
H -0.354 0.585 0.284
H -0.287 2.464 0.543
H -0.232 1.317 1.891
H 2.190 1.696 1.712
H 2.056 0.542 0.299
H 1.544 1.284 -1.706
H 0.871 2.812 -2.567
H 2.460 2.508 -2.604
```

Properties
* SMILES: Cc1ccc(O)cc1.CCSC
* net charge: 0
* HOMO level: -8.19 eV
* E_LUMO: 0.029 Ha

two.
Molecular formula: C10H16OS
Method: DFT, ωB97M-V/def2-TZVPD

XYZ file:
```
28
C10H16OS (ωB97M-V/def2-TZVPD)
C -0.193 -2.966 0.199
C -0.355 -2.257 1.572
C -0.139 -0.832 1.626
C -1.228 0.068 1.450
C -1.042 1.431 1.515
C 0.284 1.901 1.723
O 0.627 3.219 1.745
C 1.347 1.059 1.903
C 1.108 -0.327 1.897
H 0.816 -2.622 -0.143
H -0.891 -2.635 -0.567
H -0.074 -4.038 0.326
H -1.352 -2.606 1.919
H 0.122 -2.827 2.380
H -2.200 -0.333 1.207
H -1.815 2.193 1.417
H 0.014 3.878 1.405
H 2.325 1.490 2.066
H 1.951 -1.007 1.967
C -1.031 -1.293 -3.283
S -0.100 -0.154 -2.283
C 0.972 1.037 -3.329
H -0.886 -2.305 -2.877
H -2.108 -1.113 -3.363
H -0.564 -1.384 -4.270
H 1.869 0.728 -2.797
H 0.830 2.077 -3.015
H 0.714 0.848 -4.370
```

Properties
* SMILES: CCc1ccc(O)cc1.CSC
* net charge: 0
* HOMO level: -8.13 eV
* E_LUMO: 0.028 Ha

Which structure is the most stable? The one labeled two.

one.
Molecular formula: C3H3ClNO
Method: DFT, ωB97M-V/def2-TZVPD

XYZ file:
```
9
C3H3ClNO (ωB97M-V/def2-TZVPD)
O 0.771 -1.875 0.234
N 0.441 -0.832 -0.169
C -0.891 -0.274 -0.233
C -0.349 0.982 0.277
C 1.071 0.456 0.026
Cl 2.623 0.903 -0.035
H -1.650 -0.811 0.353
H -1.172 -0.224 -1.397
H -0.842 1.675 0.943
```

Properties
* SMILES: O=[N+]1CC=C1Cl
* net charge: +1
* HOMO level (alpha / beta): -15.17 / -15.17 eV
* E_LUMO (alpha / beta): -0.261 / -0.261 Ha

two.
Molecular formula: C3H3ClNO
Method: DFT, ωB97M-V/def2-TZVPD

XYZ file:
```
9
C3H3ClNO (ωB97M-V/def2-TZVPD)
C -0.159 0.661 0.002
C -1.735 0.235 -0.371
C 0.918 -0.239 0.141
N -1.509 0.711 0.733
O 0.831 -1.468 0.400
Cl 2.476 0.370 -0.207
H 0.057 1.742 -0.131
H -2.507 0.119 -1.081
H 1.630 -2.131 0.514
```

Properties
* net charge: +1
* HOMO level: -15.52 eV
* E_LUMO: -0.220 Ha

Which structure is the most stable? The one labeled two.